# 1
{
  "formula": "C42H44O18",
  "method": "ωB97M-V with the def2-TZVPD basis set",
  "symbols": ["C", "C", "C", "C", "C", "C", "O", "O", "H", "H", "H", "H", "H", "H", "C", "C", "C", "C", "C", "C", "O", "O", "H", "H", "H", "H", "H", "H", "C", "C", "C", "C", "C", "C", "O", "O", "H", "H", "H", "H", "H", "H", "C", "C", "C", "C", "C", "C", "O", "O", "H", "H", "H", "H", "H", "H", "C", "C", "C", "C", "C", "C", "O", "O", "H", "H", "H", "H", "H", "H", "C", "C", "C", "C", "C", "C", "O", "O", "H", "H", "H", "H", "H", "H", "C", "C", "O", "C", "O", "O", "H", "H", "H", "H", "C", "C", "O", "C", "O", "O", "H", "H", "H", "H"],
  "xyz": [[1.8592, 3.3833, -2.6787], [1.8066, 4.6485, -3.2430], [2.7949, 5.6009, -3.0173], [3.8158, 5.2764, -2.1273], [3.8997, 4.0724, -1.5023], [2.8248, 3.1981, -1.6621], [2.7623, 1.8449, -1.2184], [2.8096, 6.8129, -3.7262], [1.1657, 2.6234, -3.0073], [1.0231, 4.7603, -3.9779], [4.5151, 6.0808, -1.9533], [4.6573, 3.7777, -0.7912], [1.8171, 1.8022, -1.0558], [3.6095, 6.8223, -4.2570], [-2.5391, -6.5986, 2.5366], [-2.2511, -5.2772, 2.9133], [-1.4257, -4.4659, 2.2561], [-0.6773, -4.9540, 1.2436], [-0.9537, -6.2159, 0.8057], [-1.8189, -7.0765, 1.4070], [-1.9740, -8.3471, 1.0776], [-1.1978, -3.3011, 2.6655], [-3.2373, -7.1447, 3.1536], [-2.8307, -4.8834, 3.7351], [0.1054, -4.3241, 0.8472], [-0.4688, -6.5835, -0.0866], [-1.9846, -8.2029, 0.1286], [-1.7797, -2.9465, 3.3418], [-2.8272, 3.5505, -5.3396], [-3.0135, 2.9516, -4.0961], [-4.0991, 2.0758, -3.9186], [-4.9665, 1.7913, -5.0065], [-4.6304, 2.2807, -6.2576], [-3.5441, 3.0993, -6.4380], [-3.2619, 3.7276, -7.5903], [-4.4779, 1.5398, -2.7087], [-1.9412, 4.1542, -5.4694], [-2.3948, 3.2318, -3.2564], [-5.9524, 1.3846, -4.8363], [-5.2523, 2.0472, -7.1091], [-3.7202, 3.2705, -8.2993], [-4.3135, 2.0798, -1.9321], [-1.5921, 1.7261, 2.8866], [-2.4234, 2.8045, 2.6319], [-1.9682, 4.1248, 2.6838], [-0.6072, 4.3281, 2.9731], [0.1927, 3.2810, 3.2797], [-0.2866, 1.9910, 3.3067], [0.5425, 0.9648, 3.5823], [-2.6661, 5.2480, 2.2894], [-1.9924, 0.7239, 2.9281], [-3.4541, 2.6152, 2.3709], [-0.1744, 5.2776, 2.6944], [1.2385, 3.4612, 3.4805], [1.2790, 1.2141, 4.1452], [-3.4831, 5.1801, 1.7900], [4.8036, 0.5154, 1.6934], [3.7501, 0.9228, 2.6074], [3.9112, 0.7668, 3.9747], [4.8966, -0.0842, 4.5181], [5.9751, -0.4098, 3.5935], [5.9068, -0.1561, 2.1658], [7.0065, -0.3962, 1.4311], [2.9735, 1.2732, 4.7822], [4.7051, 0.5959, 0.6209], [2.9499, 1.5892, 2.3209], [5.0908, -0.1707, 5.5770], [6.8701, -0.9154, 3.9248], [7.1567, 0.2784, 0.7648], [3.2536, 1.5352, 5.6622], [-2.7737, -1.4549, -2.7715], [-1.6703, -2.2871, -2.8050], [-1.7095, -3.4584, -2.0416], [-2.8401, -3.8739, -1.3905], [-3.9773, -3.0884, -1.4727], [-3.9287, -1.8633, -2.1231], [-5.0089, -1.0326, -2.4000], [-0.6053, -4.2967, -2.1404], [-2.6996, -0.6787, -3.5188], [-0.8194, -1.9289, -3.3654], [-2.9160, -4.8014, -0.8425], [-4.8282, -3.2365, -0.8243], [-4.7132, -0.1830, -2.7352], [-0.6230, -5.0316, -1.5230], [0.6541, 0.0675, -0.0363], [-0.4035, -0.8546, 0.5126], [-1.4960, 0.0480, 0.4183], [-1.3759, 0.8495, -0.6847], [-2.3543, 1.5140, -1.0926], [-0.0766, 0.9071, -1.0107], [1.4957, -0.4843, -0.4551], [0.9405, 0.8151, 0.7034], [-0.2824, -1.0566, 1.5769], [-0.6173, -1.7920, -0.0009], [2.6794, -3.5948, 3.1954], [2.0736, -2.2017, 3.1252], [2.4988, -1.8817, 1.7746], [3.2177, -2.7763, 1.1976], [3.7477, -2.6856, 0.0927], [3.6187, -3.7159, 2.1173], [2.0038, -4.4498, 3.2218], [3.2421, -3.7340, 4.1185], [2.7479, -1.4832, 3.5912], [1.0119, -2.1268, 3.3601]],
  "mulliken_spin": [0.000, 0.000, 0.000, 0.000, 0.000, 0.000, 0.000, 0.000, 0.000, 0.000, 0.000, 0.000, 0.000, 0.000, 0.000, 0.000, 0.000, 0.000, 0.000, 0.000, 0.000, 0.000, 0.000, 0.000, 0.000, 0.000, 0.000, 0.000, 0.000, 0.000, 0.000, 0.000, 0.000, 0.000, 0.000, 0.000, 0.000, 0.000, 0.000, 0.000, 0.000, 0.000, 0.068, 0.060, 0.251, 0.082, 0.012, 0.252, 0.152, 0.134, -0.003, -0.002, 0.002, 0.000, -0.010, -0.005, -0.001, 0.002, 0.002, 0.000, 0.001, 0.000, 0.000, 0.001, 0.000, -0.001, 0.000, 0.000, 0.000, 0.000, 0.000, 0.000, 0.001, 0.000, 0.000, 0.000, 0.000, 0.000, 0.000, 0.000, 0.000, 0.000, 0.000, 0.000, -0.008, 0.002, 0.005, 0.003, 0.000, 0.001, -0.001, 0.003, 0.002, 0.001, 0.000, 0.001, -0.004, -0.001, 0.000, 0.000, 0.000, 0.000, 0.001, 0.000],
  "total_charge": 1,
  "e_tot_ev": -81110.27543,
  "homo_energy_ev": [-9.45, -9.45],
  "multiplicity": 2,
  "homo_lumo_gap_ev": [6.0462, 2.1735]
}

---

# 2
{
  "formula": "C42H45F5N4OPb",
  "method": "ωB97M-V with the def2-TZVPD basis set",
  "symbols": ["Pb", "C", "C", "C", "C", "C", "C", "C", "N", "C", "C", "C", "C", "C", "C", "C", "C", "C", "C", "N", "C", "C", "C", "N", "C", "C", "C", "C", "C", "C", "C", "C", "C", "C", "C", "C", "C", "C", "N", "C", "C", "H", "H", "H", "H", "H", "H", "H", "H", "H", "H", "H", "H", "H", "H", "H", "H", "H", "H", "H", "H", "H", "H", "H", "H", "H", "H", "H", "H", "H", "H", "H", "H", "H", "H", "H", "H", "H", "H", "H", "H", "H", "H", "H", "H", "F", "C", "C", "F", "C", "F", "C", "O", "C", "F", "C", "F", "H"],
  "xyz": [[0.4063, 0.2534, -0.0157], [1.0221, 2.8659, 6.0537], [-0.0649, 1.9211, 5.5348], [0.3881, 1.1683, 4.2963], [1.3127, 0.1982, 4.2471], [2.0909, -0.3695, 5.4190], [1.7536, -1.8367, 5.6853], [1.4420, -0.2131, 2.8300], [0.5871, 0.4602, 2.0819], [-0.0923, 1.3478, 2.9108], [-1.0296, 2.2349, 2.5231], [-1.4668, 2.4756, 1.1682], [-2.4064, 3.3758, 0.7339], [-3.1611, 4.3458, 1.6389], [-4.6649, 4.1002, 1.6338], [-2.5194, 3.2610, -0.7526], [-1.6273, 2.2933, -1.1104], [-1.4336, 1.8194, -2.5260], [-0.5866, 0.8507, -2.9204], [0.2402, 0.1144, -2.0999], [0.9672, -0.6968, -2.8460], [2.0268, -1.6388, -2.3873], [2.4454, -1.7877, -1.1039], [2.5607, -0.5284, 0.3312], [2.6308, -1.6048, 1.1626], [2.4199, -1.2374, 2.3819], [3.6161, -2.6319, 0.6737], [3.4883, -2.7772, -0.6663], [4.3064, -3.7030, -1.5438], [3.9550, -5.1715, -1.3014], [4.6143, -3.3419, 1.5710], [5.6307, -2.3708, 2.1772], [0.5893, -0.5207, -4.2723], [-0.3647, 0.4290, -4.3156], [-1.0845, 0.9767, -5.5363], [-2.5705, 0.6122, -5.5302], [1.1850, -1.2825, -5.4416], [0.8172, -2.7667, -5.3999], [-0.3755, 2.4117, 0.3301], [-3.4009, 4.0950, -1.6717], [-2.9944, 5.5675, -1.6815], [0.6431, 3.4093, 6.9447], [1.2808, 3.6098, 5.2702], [1.9476, 2.3345, 6.3440], [-0.9454, 2.5526, 5.3187], [-0.3741, 1.1974, 6.3180], [1.8478, 0.1651, 6.3554], [3.1783, -0.2493, 5.2252], [0.6740, -1.9391, 5.9218], [2.3446, -2.1928, 6.5555], [1.9852, -2.4951, 4.8287], [-1.4581, 2.8462, 3.2882], [-2.9390, 5.3897, 1.3474], [-2.8423, 4.2648, 2.6908], [-5.1069, 4.2666, 0.6377], [-5.1554, 4.8064, 2.3364], [-4.8824, 3.0619, 1.9629], [-1.9763, 2.3154, -3.3106], [2.5260, -2.1969, -3.1630], [3.0358, -1.6752, 3.1410], [5.3892, -3.5167, -1.3791], [4.1067, -3.5104, -2.6137], [4.1571, -5.4925, -0.2626], [4.5549, -5.8105, -1.9829], [2.8779, -5.3409, -1.5143], [5.2103, -4.0789, 1.0032], [4.0651, -3.8802, 2.3720], [6.2033, -1.8701, 1.3685], [6.3392, -2.9364, 2.8181], [5.1621, -1.5896, 2.8034], [-0.6673, 0.5776, -6.4771], [-0.9575, 2.0797, -5.5669], [-2.6896, -0.4917, -5.5359], [-3.0549, 1.0275, -6.4389], [-3.1036, 1.0154, -4.6484], [2.2881, -1.1550, -5.4318], [0.8251, -0.8985, -6.4118], [1.1806, -3.2708, -4.4851], [1.2689, -3.2814, -6.2741], [-0.2856, -2.8851, -5.4474], [-4.4622, 3.9871, -1.3909], [-3.3406, 3.7578, -2.7189], [-3.1198, 6.0372, -0.6921], [-3.6368, 6.1224, -2.3970], [-1.9355, 5.6686, -2.0025], [-5.2364, -3.7178, -1.1390], [-4.3517, -2.7462, -0.8642], [-4.7909, -1.4870, -0.5081], [-6.1084, -1.2367, -0.4374], [-3.8683, -0.4782, -0.2227], [-4.3671, 0.7262, 0.1178], [-2.4630, -0.6719, -0.2774], [-1.6204, 0.2534, -0.0157], [-2.0787, -1.9870, -0.6493], [-0.7724, -2.3046, -0.7390], [-2.9968, -2.9996, -0.9357], [-2.5658, -4.2236, -1.2818], [0.4063, -1.5579, -0.0157]],
  "lowdin_charge": [1.388, -0.099, -0.187, -0.105, -0.116, -0.196, -0.102, -0.137, -0.036, -0.196, 0.070, -0.359, -0.116, -0.194, -0.099, -0.140, -0.033, 0.073, -0.229, -0.026, -0.164, -0.004, -0.043, 0.038, -0.423, -0.014, -0.109, -0.150, -0.195, -0.101, -0.190, -0.095, -0.114, -0.107, -0.186, -0.097, -0.195, -0.101, 0.074, -0.193, -0.090, 0.079, 0.088, 0.067, 0.102, 0.123, 0.099, 0.123, 0.087, 0.079, 0.063, 0.095, 0.106, 0.098, 0.061, 0.076, 0.086, 0.096, 0.085, 0.083, 0.124, 0.101, 0.067, 0.079, 0.089, 0.099, 0.126, 0.089, 0.080, 0.066, 0.102, 0.122, 0.087, 0.080, 0.067, 0.120, 0.102, 0.064, 0.079, 0.086, 0.105, 0.097, 0.061, 0.081, 0.091, 0.103, -0.160, -0.141, 0.109, -0.107, 0.097, -0.255, -0.230, -0.124, -0.010, -0.140, 0.108, 0.091],
  "de_lowest_kcal_mol": 184.9,
  "e_tot_ev": -71113.56678,
  "homo_energy_ev": [-6.46, -6.46],
  "homo_lumo_gap_ev": [5.2744, 5.2773]
}

---

# 3
{
  "formula": "C42H46CuN3O7P3S",
  "method": "ωB97M-V with the def2-TZVPD basis set",
  "symbols": ["Cu", "O", "S", "O", "O", "C", "N", "C", "C", "C", "N", "C", "C", "C", "N", "C", "C", "H", "H", "H", "H", "H", "H", "C", "C", "C", "C", "O", "P", "O", "O", "O", "C", "C", "C", "C", "H", "H", "H", "H", "H", "H", "H", "H", "H", "H", "H", "H", "H", "H", "H", "H", "H", "H", "C", "P", "C", "C", "C", "C", "C", "C", "C", "C", "C", "C", "C", "C", "P", "C", "C", "C", "C", "C", "C", "C", "C", "C", "C", "C", "C", "H", "H", "H", "H", "H", "H", "H", "H", "H", "H", "H", "H", "H", "H", "H", "H", "H", "H", "H", "H", "H", "H"],
  "xyz": [[0.0659, 0.0289, 0.1503], [7.7606, -3.5859, 0.9184], [8.7836, -2.5853, 1.1420], [9.9849, -2.7494, 0.3532], [8.9933, -2.2180, 2.5327], [8.0458, -1.0463, 0.4994], [8.8762, -0.0373, 0.2051], [8.3111, 1.0820, -0.2185], [6.9398, 1.2241, -0.3795], [6.1685, 0.1249, -0.0443], [6.7211, -0.9957, 0.4063], [4.6815, 0.1050, -0.1597], [3.9245, 1.2331, -0.4476], [2.5511, 1.1269, -0.5544], [1.8918, -0.0287, -0.3948], [2.6279, -1.1224, -0.1219], [3.9985, -1.0985, 0.0092], [8.9821, 1.9090, -0.4335], [6.5149, 2.1412, -0.7637], [4.3821, 2.2059, -0.5709], [1.9439, 1.9955, -0.7784], [2.0759, -2.0466, -0.0009], [4.5658, -1.9917, 0.2419], [-2.4949, 3.2829, -0.4980], [-2.2950, 2.9557, -1.9785], [-3.5538, 3.2802, -2.7727], [-1.0945, 3.7210, -2.5160], [-1.9707, 1.5636, -2.2067], [-2.6033, 0.3406, -1.3706], [-4.0706, 0.4319, -1.2089], [-1.8049, 0.1725, -0.0805], [-2.1265, -0.8029, -2.3963], [-2.6160, -2.1682, -2.3664], [-2.8090, -2.6965, -0.9430], [-3.9307, -2.2138, -3.1358], [-1.5382, -2.9730, -3.0753], [-2.6552, 4.3567, -0.3809], [-1.6090, 2.9908, 0.0687], [-3.3560, 2.7436, -0.0970], [-3.7907, 4.3441, -2.6891], [-4.3875, 2.6898, -2.3879], [-3.4042, 3.0316, -3.8256], [-1.2584, 4.7981, -2.4333], [-0.9276, 3.4649, -3.5651], [-0.2000, 3.4530, -1.9472], [-3.5689, -2.1165, -0.4148], [-1.8742, -2.6271, -0.3817], [-3.1247, -3.7402, -0.9862], [-4.6747, -1.6033, -2.6211], [-4.2915, -3.2428, -3.2110], [-3.7839, -1.8132, -4.1412], [-0.5979, -2.9025, -2.5229], [-1.3757, -2.5757, -4.0801], [-1.8308, -4.0230, -3.1497], [-1.6772, -0.0450, 3.2316], [-0.0010, 0.1190, 2.5145], [0.5385, 1.8290, 2.8052], [1.8983, 2.1481, 2.7346], [2.3142, 3.4720, 2.7094], [1.3799, 4.4993, 2.7273], [0.0260, 4.1925, 2.7752], [-0.3904, 2.8697, 2.8102], [1.1130, -0.9738, 3.4534], [1.9446, -0.5907, 4.5019], [2.8205, -1.5064, 5.0714], [2.8706, -2.8129, 4.6072], [2.0405, -3.2092, 3.5654], [1.1799, -2.2900, 2.9842], [-2.2205, 0.2047, 5.0024], [-0.7642, 0.8535, 5.9283], [-0.5699, 2.2367, 5.9233], [0.4820, 2.8154, 6.6187], [1.3329, 2.0173, 7.3741], [1.1264, 0.6458, 7.4212], [0.0915, 0.0662, 6.6972], [-2.2740, -1.5102, 5.6569], [-2.9226, -1.6538, 6.8882], [-3.0633, -2.8976, 7.4826], [-2.5711, -4.0308, 6.8448], [-1.9256, -3.9025, 5.6250], [-1.7763, -2.6508, 5.0363], [-2.0032, -1.0479, 2.9522], [-2.2909, 0.6021, 2.6031], [2.6368, 1.3560, 2.6940], [3.3733, 3.7009, 2.6649], [1.7033, 5.5324, 2.6885], [-0.7098, 4.9887, 2.7793], [-1.4517, 2.6488, 2.8434], [1.9024, 0.4222, 4.8831], [3.4729, -1.1948, 5.8793], [3.5694, -3.5171, 5.0419], [2.0894, -4.2246, 3.1887], [0.5598, -2.5822, 2.1404], [-1.2551, 2.8678, 5.3686], [0.6318, 3.8884, 6.5789], [2.1484, 2.4641, 7.9311], [1.7834, 0.0186, 8.0131], [-0.0353, -1.0085, 6.7186], [-3.3175, -0.7714, 7.3821], [-3.5657, -2.9872, 8.4390], [-2.6951, -5.0079, 7.2957], [-1.5284, -4.7793, 5.1272], [-1.2403, -2.5788, 4.1005]],
  "lowdin_charge": [0.273, -0.373, 0.382, -0.363, -0.365, -0.334, 0.124, -0.123, -0.008, -0.227, 0.160, -0.125, -0.004, -0.115, -0.044, -0.102, 0.025, 0.106, 0.095, 0.107, 0.113, 0.112, 0.124, -0.040, -0.633, -0.034, -0.033, -0.167, 0.272, -0.271, -0.373, -0.168, -0.632, -0.042, -0.035, -0.035, 0.088, 0.067, 0.082, 0.084, 0.077, 0.088, 0.085, 0.088, 0.076, 0.081, 0.074, 0.086, 0.076, 0.084, 0.088, 0.083, 0.087, 0.086, -0.492, 1.021, -0.353, -0.101, -0.078, -0.088, -0.084, -0.124, -0.351, -0.104, -0.064, -0.067, -0.075, -0.134, 1.050, -0.382, -0.124, -0.081, -0.088, -0.098, -0.112, -0.407, -0.121, -0.090, -0.094, -0.078, -0.089, 0.040, 0.026, 0.106, 0.106, 0.100, 0.106, 0.101, 0.093, 0.109, 0.108, 0.107, 0.097, 0.091, 0.103, 0.101, 0.106, 0.107, 0.099, 0.100, 0.099, 0.104, 0.074],
  "total_charge": -1,
  "de_lowest_kcal_mol": 18.4,
  "e_tot_ev": -146452.31056,
  "homo_energy_ev": -5.65,
  "homo_lumo_gap_ev": 7.1655
}